Density functional theory data (the ωB97M-V functional and the def2-TZVPD basis) for the molecule C3H5N3S2.

Geometry as XYZ:
```
13
Properties=species:S:1:pos:R:3:forces:R:3:nbo_charge:R:1
N 1.9765 -0.3316 -2.6954 -0.2 -1.2 -0.2 -0.625
N 0.9527 -0.3607 -1.7899 -0.5 0.8 0.7 -0.217
C 0.6550 0.7256 -1.1899 0.3 -0.2 -0.5 -0.010
C -0.4804 0.8161 -0.1987 0.6 -0.6 0.0 -0.552
S -1.5149 -0.6686 -0.1043 0.2 0.1 0.2 0.282
C -0.7271 -1.2468 1.3641 -0.2 -0.3 0.0 -0.077
N 0.0143 -0.5079 2.0745 0.0 0.1 -0.2 -0.559
S 0.1705 1.0748 1.5037 -0.1 0.0 0.0 0.429
H 2.6727 0.3361 -2.4583 0.8 0.7 0.1 0.338
H 2.3790 -1.2705 -2.7636 -0.2 0.6 0.0 0.367
H 1.2050 1.6837 -1.3652 -0.2 -0.7 0.1 0.159
H -1.0961 1.6618 -0.4371 -0.4 0.4 -0.1 0.249
H -0.9390 -2.2789 1.6565 0.1 0.3 -0.1 0.217
```
Positions in Å, forces in eV/Å.

Kohn-Sham gap ... 9.24 eV
SMILES ... N/N=C/[C@H]1SC=NS1
Max |F| ... 1.3 eV/Å
Relative energy (zero: lowest compared OMol25 entry of this formula, charge and spin) ... 37.7 kcal/mol
Total charge ... 0
Lowest unoccupied orbital energy ... 0.7603 eV



Density functional theory data (the ωB97M-V functional and the def2-TZVPD basis) for the ion C5H15NO2PS with charge +1.

Geometry as XYZ:
```
25
Properties=species:S:1:pos:R:3:forces:R:3:nbo_charge:R:1
C 0.9256 -0.7659 -2.0164 0.1 1.0 1.3 -0.624
C 1.0270 1.6901 -0.9907 -2.6 0.0 1.0 -0.624
C 1.6118 -0.6236 2.0561 2.3 -0.4 0.5 -0.277
C -2.2217 0.2328 1.9773 -0.9 -1.2 -2.3 -0.231
C 0.1421 0.3558 -1.2752 3.0 0.5 -0.1 -0.240
N -1.0359 0.5913 -2.0062 -0.8 -0.2 1.7 -0.817
O 0.4966 0.1103 1.6378 -3.0 0.1 -1.7 -0.797
O -1.7872 0.3091 0.5888 2.0 -0.3 -0.7 -0.797
P -0.3627 -0.3369 0.3020 -1.1 2.0 2.9 2.014
S -0.4011 -2.3367 0.5137 0.1 -1.5 -0.1 -0.237
H 0.2400 -1.4577 -2.3972 -1.1 -0.9 -1.0 0.233
H 1.6268 -1.3791 -1.4902 0.5 0.0 1.0 0.232
H 1.4939 -0.2673 -2.7376 0.7 0.5 -1.6 0.238
H 0.2684 2.4614 -0.5968 1.1 -0.9 -0.8 0.221
H 1.5649 2.0833 -1.8403 -0.2 -0.2 -0.5 0.248
H 1.7211 1.6068 -0.1780 0.5 -0.5 0.4 0.225
H 1.4880 -1.7374 2.2732 -0.3 1.7 -0.1 0.212
H 2.1341 -0.0572 2.8889 -1.0 -0.9 -0.8 0.239
H 2.2031 -0.4795 1.1747 1.7 -0.8 -0.1 0.178
H -3.2392 0.4179 1.7995 -1.6 0.2 0.7 0.217
H -1.7650 0.9733 2.5226 1.1 1.4 1.5 0.207
H -2.0384 -0.7780 2.2583 0.0 -0.5 1.0 0.188
H -1.4538 1.4531 -1.7473 -0.6 0.7 -0.1 0.385
H -0.9424 0.4878 -2.9657 0.2 -0.2 -2.0 0.393
H -1.6962 -2.5538 0.2487 -0.1 0.3 -0.2 0.213
```
Positions in Å, forces in eV/Å.

Kohn-Sham gap ... 10.25 eV
Max |F| ... 3.7 eV/Å
Relative energy (zero: lowest compared OMol25 entry of this formula, charge and spin) ... 21.8 kcal/mol
Total charge ... +1
Lowest unoccupied orbital energy ... -3.3125 eV



Density functional theory data (the ωB97M-V functional and the def2-TZVPD basis) for a cluster of 3 separate species, C16H18O9P2 in total.

Geometry as XYZ:
```
45
Properties=species:S:1:pos:R:3:forces:R:3:nbo_charge:R:1
O 3.8034 6.0755 0.8095 -0.8 0.0 0.4 -0.484
C 2.7778 5.8164 1.3926 0.7 -0.1 -0.2 0.424
C 1.4068 6.1956 0.9138 0.2 0.2 -0.1 -0.803
P 0.6080 4.9705 -0.2538 -0.7 0.2 -0.7 0.454
C -1.1272 4.9054 0.4219 0.7 0.0 0.8 -0.710
C -1.3382 4.2858 1.8057 -0.3 -0.1 -0.4 -0.065
O -1.5244 2.8812 1.7555 -0.1 0.2 0.1 -0.704
P 1.5894 3.0214 -0.0863 0.9 -0.5 -0.5 2.040
O 2.5985 2.9806 -1.1416 0.2 0.3 0.0 -1.067
O 0.5287 1.8471 -0.2641 0.2 0.5 0.5 -0.985
O 2.2580 2.7227 1.3660 -0.4 0.0 0.0 -0.991
H 2.8211 5.2348 2.3386 0.0 0.1 0.0 0.093
H 0.7418 6.4433 1.7373 0.0 -0.3 0.3 0.235
H 1.5156 7.1061 0.3312 0.0 0.1 -0.2 0.262
H -1.3846 5.9607 0.5222 0.0 0.2 -0.2 0.229
H -1.7976 4.4852 -0.3173 -0.1 -0.2 -0.1 0.255
H -2.2415 4.7158 2.2329 -0.1 0.0 0.2 0.179
H -0.5034 4.5361 2.4612 0.1 0.2 0.2 0.147
H -0.7228 2.4604 2.0591 0.1 -0.3 0.0 0.464
H 0.5676 1.2844 0.5271 -0.6 -0.5 -0.3 0.523
H 1.9292 3.3020 2.0578 0.0 0.0 0.2 0.492
O 2.1483 -5.0737 1.3462 0.0 0.0 0.0 -0.485
C 1.5925 -3.9966 1.3142 0.0 0.0 0.0 0.474
C 1.7994 -3.0503 0.1950 0.1 0.1 0.1 -0.218
C 1.1833 -1.8740 0.1621 0.2 0.1 0.1 -0.206
C 0.2694 -1.4607 1.2480 0.0 -0.1 -0.1 0.498
O -0.2937 -0.3815 1.2211 0.1 0.1 0.3 -0.545
C 0.0553 -2.4031 2.3721 -0.1 0.0 0.0 -0.230
C 0.6693 -3.5817 2.4031 0.0 0.0 0.0 -0.223
H 2.4701 -3.3744 -0.5896 0.0 0.0 0.0 0.236
H 1.3179 -1.1685 -0.6473 -0.1 0.0 0.0 0.245
H -0.6198 -2.0772 3.1533 0.0 0.0 0.0 0.231
H 0.5309 -4.2884 3.2116 0.0 0.0 0.0 0.233
O -3.5041 -6.6449 -4.2359 0.0 0.0 0.0 -0.479
C -2.8025 -5.8345 -3.6732 0.0 0.0 0.0 0.473
C -2.3848 -4.5774 -4.3440 0.0 0.0 0.0 -0.227
C -1.6122 -3.6891 -3.7250 0.0 0.0 0.0 -0.224
C -1.1376 -3.9165 -2.3384 0.0 0.0 0.0 0.486
O -0.4338 -3.1051 -1.7725 -0.2 -0.1 -0.1 -0.511
C -1.5537 -5.1722 -1.6667 0.0 0.0 0.0 -0.240
C -2.3258 -6.0611 -2.2848 0.0 0.0 0.0 -0.211
H -2.7432 -4.4311 -5.3547 0.0 0.0 0.0 0.235
H -1.2953 -2.7667 -4.1949 0.0 0.0 0.0 0.235
H -1.1946 -5.3192 -0.6555 0.0 0.0 0.0 0.231
H -2.6415 -6.9832 -1.8140 0.0 0.0 0.0 0.234
```
Positions in Å, forces in eV/Å.

Kohn-Sham gap ... 7.30 eV
SMILES ... O=CCP(CCO)P(=O)(O)O.O=C1C=CC(=O)C=C1.O=C1C=CC(=O)C=C1
Max |F| ... 1.1 eV/Å
Total charge ... 0
Lowest unoccupied orbital energy ... -1.7570 eV



Density functional theory data (the ωB97M-V functional and the def2-TZVPD basis) for the molecule C9H8N2.

Geometry as XYZ:
```
19
Properties=species:S:1:pos:R:3:forces:R:3:nbo_charge:R:1
C 1.3862 2.6714 2.3149 2.3 1.3 1.7 -0.027
C 1.6935 2.0847 1.1658 -0.1 -0.4 -2.5 -0.156
C -0.1724 1.3300 1.9810 -1.2 0.3 1.0 0.322
C -1.3993 0.6030 1.9071 0.5 0.5 -0.1 -0.228
C -1.7506 -0.0587 0.7726 2.8 1.1 -0.4 -0.147
C -0.7970 -0.2170 -0.3560 -0.3 1.2 2.4 -0.257
C -1.3372 -0.8571 -1.5190 0.6 0.2 1.2 0.161
C 0.4449 0.4033 -0.1060 -1.8 -1.8 -2.6 0.074
C -0.5283 -1.8998 -2.0842 0.6 -1.1 -3.9 -0.785
N 0.3185 2.1861 2.9152 -2.8 -1.8 -1.0 -0.458
N 0.6252 1.2628 0.8634 0.4 1.0 3.2 -0.308
H 2.0150 3.3816 2.8262 0.0 0.2 0.0 0.206
H 2.3825 2.2750 0.3940 1.0 0.3 -0.4 0.212
H -2.0531 0.7469 2.7378 -0.5 -0.3 0.4 0.234
H -2.6583 -0.5365 0.7091 -2.0 -0.9 -0.3 0.219
H 1.2826 0.4044 -0.7378 0.7 -0.4 -1.4 0.203
H -0.6902 -1.8142 -3.2696 0.2 -0.7 2.3 0.244
H -1.0460 -2.8456 -1.7801 0.1 0.6 -0.4 0.292
H 0.5685 -2.1053 -1.9508 -0.7 0.7 0.6 0.196
```
Positions in Å, forces in eV/Å.

Kohn-Sham gap (alpha / beta) ... 7.47 / 7.47 eV
Max |F| ... 4.1 eV/Å
Relative energy (zero: lowest compared OMol25 entry of this formula, charge and spin) ... 111.6 kcal/mol
Total charge ... 0
Lowest unoccupied orbital energy (alpha / beta) ... -0.7190 / -0.7171 eV



Density functional theory data (the ωB97M-V functional and the def2-TZVPD basis) for a cluster of 6 separate species, C23H40NO19S2Si in total.

Geometry as XYZ:
```
86
Properties=species:S:1:pos:R:3:forces:R:3:lowdin_charge:R:1
C -2.2230 2.2294 1.1633 -1.4 0.1 1.1 -0.234
Si -0.9855 2.0185 -0.2968 -1.9 -2.5 -0.7 0.471
C 0.1700 0.4497 -0.1278 0.9 -0.4 0.0 -0.201
C -2.0866 1.7406 -1.8977 -1.0 0.2 -0.8 -0.198
S 0.3318 3.6983 -0.6323 3.1 5.6 -4.5 0.510
O -0.4016 4.9841 -1.1509 1.3 -4.1 2.3 -0.471
O 1.2835 3.2733 -1.8183 -2.5 0.1 3.9 -0.494
N 1.3828 4.0924 0.7067 -2.9 -1.5 1.4 -0.404
S 0.5255 4.1628 2.2271 1.1 6.0 0.2 0.618
O 1.4898 4.7968 3.3043 -2.8 -3.0 -3.5 -0.502
O -0.7740 5.0033 2.1167 3.4 -3.6 0.5 -0.456
H -1.7356 2.1975 2.2318 -1.0 0.2 -2.1 0.024
H -2.8862 3.2087 1.0171 1.8 -2.1 0.4 0.049
H -3.0044 1.3285 1.1340 1.8 1.7 -0.1 0.074
H -0.2255 -0.2268 0.7421 0.9 1.3 -1.7 0.025
H 0.1847 -0.1846 -1.1215 -0.1 1.4 1.9 0.036
H 1.2784 0.8238 0.0493 -2.2 -0.9 -0.1 0.054
H -1.9475 0.6666 -2.3488 -0.1 2.1 0.9 0.022
H -3.2323 1.8299 -1.6079 2.4 -0.1 -0.5 0.040
H -1.8787 2.5479 -2.7276 -0.3 -1.6 1.6 0.058
H 0.3113 2.8378 2.6460 -0.1 1.0 -0.3 0.034
C 1.7210 -3.5657 -4.0669 0.0 -0.4 0.3 -0.019
C 0.3509 -2.9817 -4.3474 1.3 -0.5 -0.3 -0.351
C 0.3430 -1.4843 -4.4087 0.5 0.5 -0.6 -0.109
O -0.9847 -1.1699 -4.0292 -0.6 -0.6 0.6 0.049
C -1.4034 -2.1889 -3.2192 -2.0 0.1 1.4 -0.515
O -2.4115 -2.1571 -2.5357 2.1 -0.1 -1.6 0.129
O -0.5376 -3.2458 -3.2737 -0.9 0.7 0.2 0.084
H 1.6570 -4.6548 -3.9720 0.0 0.2 -0.2 0.086
H 2.4263 -3.3232 -4.8668 -0.2 0.0 0.0 0.091
H 2.1211 -3.1936 -3.1175 -0.1 0.1 -0.2 0.092
H -0.0725 -3.4256 -5.2557 0.0 0.1 0.0 0.146
H 0.5596 -1.1060 -5.4123 -0.2 0.0 0.2 0.143
H 1.0271 -1.0130 -3.6940 0.0 -0.2 0.0 0.143
C -7.0111 6.7026 2.0950 0.2 0.4 -0.2 -0.026
C -6.9125 5.4192 1.2950 -0.4 1.0 0.7 -0.358
C -6.6166 4.2145 2.1360 -0.5 -0.4 0.6 -0.120
O -5.9570 3.3578 1.2214 0.4 0.3 -0.6 0.062
C -5.3519 4.1704 0.3030 2.0 -0.8 -1.9 -0.496
O -4.5214 3.7977 -0.5068 -2.2 0.9 1.8 0.131
O -5.7983 5.4577 0.4180 0.3 -0.9 -0.2 0.093
H -7.1665 7.5556 1.4260 -0.1 -0.1 0.1 0.086
H -7.8377 6.6612 2.8099 0.0 -0.1 -0.1 0.086
H -6.0815 6.8997 2.6398 -0.1 -0.2 -0.1 0.095
H -7.8159 5.2780 0.6905 0.0 -0.1 0.1 0.157
H -7.5244 3.7426 2.5241 0.2 -0.1 -0.1 0.140
H -5.9358 4.4190 2.9700 -0.1 0.2 -0.1 0.145
C 3.2147 -1.0828 3.8828 0.0 -0.2 -0.5 -0.015
C 1.9469 -0.2524 3.8967 1.5 -0.2 0.2 -0.339
C 1.1661 -0.3790 5.1697 0.3 0.3 0.8 -0.113
O -0.1575 -0.1089 4.7445 -0.4 -0.2 -0.9 0.062
C -0.2229 -0.4861 3.4318 -1.9 -0.3 -1.3 -0.509
O -1.2568 -0.5990 2.7971 2.2 0.2 1.5 0.119
O 1.0254 -0.7253 2.9276 -1.3 0.1 0.3 0.074
H 3.7112 -1.0009 2.9101 0.0 0.1 0.2 0.095
H 3.9103 -0.7569 4.6612 -0.2 0.0 -0.1 0.075
H 2.9915 -2.1451 4.0297 0.0 0.2 0.1 0.088
H 2.1759 0.7943 3.6655 -0.1 0.0 0.1 0.164
H 1.4846 0.3420 5.9287 -0.2 -0.1 -0.1 0.144
H 1.1916 -1.3862 5.6009 0.2 0.0 -0.1 0.142
C 8.7023 -1.4743 7.1190 0.2 -0.3 -0.2 -0.024
C 7.3358 -1.3112 6.4839 1.3 0.4 0.4 -0.352
C 6.2579 -0.9735 7.4689 -0.1 0.8 0.5 -0.115
O 5.0986 -1.4938 6.8437 0.0 -0.8 -0.6 0.049
C 5.5185 -2.5358 6.0641 -1.5 -1.8 -1.1 -0.510
O 4.7772 -3.3528 5.5468 1.7 1.8 1.2 0.133
O 6.8808 -2.5426 5.9469 -1.2 -0.2 0.0 0.088
H 9.4365 -1.7797 6.3660 -0.1 0.2 0.1 0.088
H 9.0387 -0.5413 7.5800 -0.1 -0.1 -0.1 0.091
H 8.6914 -2.2616 7.8804 -0.1 0.2 -0.1 0.091
H 7.3809 -0.5807 5.6680 -0.1 0.0 0.1 0.164
H 6.1615 0.1046 7.6296 -0.2 -0.2 -0.1 0.146
H 6.3794 -1.4696 8.4385 0.2 0.0 -0.1 0.142
C -2.7387 -3.4058 -8.5430 0.1 0.3 0.4 -0.018
C -1.4157 -3.9708 -9.0199 -1.3 0.6 -0.1 -0.353
C -1.4863 -5.4215 -9.3896 -0.5 -0.4 -0.7 -0.119
O -0.1586 -5.8594 -9.1637 0.6 0.4 0.7 0.063
C 0.3515 -5.0492 -8.1874 2.1 -0.4 1.3 -0.503
O 1.3901 -5.2621 -7.5871 -2.3 0.5 -1.3 0.134
O -0.4616 -3.9715 -7.9702 0.9 -0.8 0.0 0.074
H -2.6152 -2.3639 -8.2292 -0.1 -0.1 -0.2 0.091
H -3.4949 -3.4482 -9.3319 0.1 0.0 0.0 0.091
H -3.1082 -3.9524 -7.6686 0.1 -0.1 -0.2 0.094
H -1.0171 -3.3635 -9.8407 0.0 -0.1 0.0 0.162
H -1.7724 -5.5729 -10.4348 0.2 -0.1 0.2 0.143
H -2.1562 -6.0049 -8.7478 0.0 0.2 0.0 0.143
```
Positions in Å, forces in eV/Å.

Kohn-Sham gap ... 6.91 eV
Max |F| ... 7.8 eV/Å
Total charge ... -1
Lowest unoccupied orbital energy ... 1.7649 eV



Density functional theory data (the ωB97M-V functional and the def2-TZVPD basis) for a structure of composition C26H43Cl3N3O3SiSm.

Geometry as XYZ:
```
80
Properties=species:S:1:pos:R:3:forces:R:3:lowdin_spin:R:1
C -3.3852 -0.5167 -3.1071 0.2 0.2 0.0 0.000
C -2.5904 -1.7913 -3.1820 0.6 -0.9 -0.5 0.000
H -2.7923 0.3389 -3.4707 -0.2 -0.1 0.2 0.000
H -3.6609 -0.3306 -2.0633 0.0 0.1 -0.3 0.000
H -4.3071 -0.5501 -3.7107 0.4 -0.1 0.1 0.000
C -2.3443 -2.4510 -4.3192 -0.3 0.1 0.3 0.000
C -2.6483 -1.9638 -5.6877 -0.3 0.2 -0.7 0.000
H -1.9271 -3.4555 -4.2658 0.0 0.4 0.0 0.000
H -2.2975 -0.9354 -5.8712 -0.1 -0.3 0.2 0.000
H -3.7289 -1.9774 -5.8970 0.2 0.0 0.0 0.000
H -2.1691 -2.6087 -6.4343 -0.1 0.2 0.1 0.000
Sm -1.9000 -0.3669 0.8237 0.2 -0.1 -0.3 5.042
Cl -3.8452 1.1721 1.4654 -0.2 0.4 0.1 -0.011
Cl -2.4392 -2.6335 2.0517 0.0 0.0 0.4 -0.009
C 0.3106 -1.1466 3.0131 -0.8 0.8 -0.8 0.000
O 0.1191 -0.1921 2.1829 0.7 -1.3 1.2 -0.005
N 1.4501 -1.4656 3.5880 0.4 0.2 -0.4 0.000
C 2.7031 -0.8189 3.1977 0.1 0.1 0.0 0.000
C 1.5016 -2.6647 4.4411 -0.5 -0.1 -0.2 0.000
H -0.5340 -1.8016 3.2691 0.1 0.1 0.1 0.000
H 2.6430 0.2708 3.3054 -0.1 -0.3 -0.1 0.000
H 3.0035 -1.0613 2.1690 -0.3 0.0 0.2 0.000
H 3.4708 -1.2001 3.8657 0.1 0.2 0.0 0.000
H 0.6551 -2.6291 5.1476 0.5 -0.1 -0.2 0.000
H 2.4612 -2.6608 4.9667 -0.4 -0.1 0.0 0.000
H 1.4007 -3.5700 3.8169 0.2 0.3 0.4 0.000
H -1.2053 5.5220 -0.0686 0.3 0.0 0.1 0.000
H 0.2146 2.6815 -2.3576 0.2 0.1 0.2 0.000
C -0.1773 5.1350 -0.0981 -0.3 0.0 0.2 0.000
C 0.6700 3.4665 -1.7472 0.2 0.1 0.4 0.000
N -0.1768 3.7540 -0.5831 0.1 -0.2 -0.5 0.000
H 0.2712 5.2025 0.9051 -0.2 0.0 -0.3 0.000
C -0.9211 2.8136 -0.0158 0.2 -1.8 -0.1 0.000
O -0.7651 1.5609 -0.2107 -0.3 2.3 0.1 -0.004
H 1.6838 3.1832 -1.4368 -0.3 0.0 -0.1 0.000
H -1.7149 3.1844 0.6456 0.2 -0.1 0.1 0.000
H 0.4215 5.7316 -0.7949 -0.3 -0.1 0.3 0.000
H 0.7439 4.3965 -2.3126 -0.1 -0.2 -0.1 0.000
O -1.9943 -1.5061 -0.8725 0.8 0.4 -0.1 -0.015
C -2.1472 -2.4445 -1.8740 -1.1 -0.5 -0.1 -0.001
C -0.0724 -3.6788 -2.9718 -0.3 0.4 -0.5 0.000
C -1.0186 -3.5078 -1.9529 -0.1 0.0 0.1 0.000
H 0.0453 -2.9209 -3.7499 -0.4 -0.8 0.4 0.000
C 0.7334 -4.8061 -3.0680 0.0 0.2 0.2 0.000
H -3.0383 -3.0432 -1.5775 0.3 0.0 0.0 0.000
C -1.0504 -4.4747 -0.9455 -0.1 -0.3 0.0 0.000
H 1.3993 -4.8845 -3.9325 -0.1 -0.1 0.4 0.000
C 0.6480 -5.7933 -2.0952 -0.2 0.2 0.1 0.000
C -0.2567 -5.6174 -1.0360 0.6 -0.1 -0.1 0.000
H -1.7292 -4.3382 -0.0920 0.2 -0.1 -0.4 0.000
H 1.2950 -6.6630 -2.1747 -0.3 0.0 0.2 0.000
H -0.3227 -6.3949 -0.2798 0.0 0.2 0.0 0.000
Si 2.5862 -1.1562 -2.1362 -1.7 -0.2 1.6 0.000
Cl 0.9280 -0.9224 -3.3285 -0.4 0.6 -0.9 0.000
C 3.8443 -1.9353 -3.2552 0.8 0.4 -0.3 0.000
C 2.0834 -2.2956 -0.6795 0.1 -0.1 -0.3 0.000
C 2.3215 0.5238 -1.2814 1.3 0.3 0.4 0.000
H 4.3569 -2.7583 -2.7553 0.1 0.1 0.1 0.000
H 4.6008 -1.2670 -3.7004 -0.3 -0.2 0.3 0.000
H 3.2936 -2.3649 -4.0970 -0.1 0.1 0.2 0.000
H 1.5817 1.1002 -1.8180 0.0 -0.2 -0.2 0.000
H 3.2068 1.1644 -1.1687 -0.1 -0.1 0.1 0.000
H 1.8966 0.3421 -0.2762 0.3 0.0 -0.4 0.000
H 1.9949 -3.3583 -0.9497 0.1 0.3 0.1 0.000
H 1.0767 -1.9709 -0.3326 0.6 -0.1 -0.2 0.000
H 2.8150 -2.1864 0.1508 -0.4 -0.1 -0.4 0.000
N -0.3537 2.8403 3.2397 0.0 -0.5 -0.5 0.000
C -0.4576 4.0403 3.8994 -0.2 0.5 0.4 0.000
C -1.5910 4.3062 4.7102 0.7 0.3 -0.1 0.000
C -1.6447 5.4924 5.4507 0.3 -0.3 -0.5 0.000
C -0.6469 6.4650 5.2926 -0.1 0.0 0.1 0.000
C 0.4216 6.2373 4.4139 -0.3 0.0 0.3 0.000
C 0.5480 5.0223 3.7497 -0.4 -0.2 0.0 0.000
H -1.0340 2.1098 3.4030 0.3 0.2 0.0 0.000
H 0.5104 2.5612 2.7926 -0.3 0.1 0.3 0.000
H -2.3974 3.5696 4.7384 0.3 0.2 0.2 0.000
H -2.4788 5.6465 6.1367 0.2 0.1 -0.2 0.000
H -0.7125 7.3986 5.8597 0.1 -0.3 -0.3 0.000
H 1.1570 7.0260 4.2464 -0.1 -0.3 0.1 0.000
H 1.4084 4.8207 3.0970 -0.4 0.1 0.3 0.000
```
Positions in Å, forces in eV/Å.

Kohn-Sham gap (alpha / beta) ... 8.00 / 8.00 eV
Spin multiplicity ... 6
Max |F| ... 2.4 eV/Å
Relative energy (zero: lowest compared OMol25 entry of this formula, charge and spin) ... 37.6 kcal/mol
Total charge ... 0
Lowest unoccupied orbital energy (alpha / beta) ... 0.1309 / 0.1304 eV



Number 1: E_tot -29331.0733 eV. Number 2: E_tot -31130.7694 eV. Number 3: E_tot -53887.7151 eV. Number 4: E_tot -12438.3487 eV. Number 5: E_tot -94439.4251 eV. Number 6: E_tot -101628.0162 eV.